86
Properties=species:S:1:pos:R:3 method="wB97M-V/def2-TZVPD" e_homo_ev=-9.85 relative_energy_kj_mol=292.00 homo_lumo_gap_ev=7.364 charge=+1 e_tot_ha=-2123.21772 lumo_energy_ev=-2.49
C 3.710 15.623 6.457
C 2.364 15.225 6.879
N 1.756 14.176 6.001
C 1.612 12.879 6.296
C 1.219 12.204 5.039
N 1.055 13.291 4.133
C 1.650 14.343 4.728
C 1.069 13.156 2.607
H 4.329 16.283 7.284
H 3.977 15.928 5.513
H 4.038 14.579 6.621
H 1.660 16.099 6.657
H 2.281 15.027 7.852
H 1.534 12.373 7.312
H 0.974 11.201 4.735
H 1.780 15.186 4.098
H 0.042 13.021 2.085
H 1.598 12.100 2.563
H 1.467 13.926 1.996
N 4.302 14.807 9.959
C 3.975 15.069 11.158
C 3.592 14.048 12.098
C 3.856 12.801 11.783
C 4.287 12.408 10.433
C 4.565 13.532 9.680
H 3.699 16.057 11.497
H 3.146 14.341 13.005
H 3.604 11.949 12.395
H 4.585 11.446 10.234
H 4.914 13.502 8.771
C -0.110 10.761 10.344
C -0.096 10.468 11.884
C -1.342 10.490 12.524
C -2.592 10.873 11.827
C -2.517 11.157 10.466
C -1.356 11.189 9.784
O -1.349 11.474 8.485
O -1.416 10.312 13.916
H 0.703 10.751 9.637
H 0.753 10.177 12.405
H -3.445 11.077 12.477
H -3.277 11.416 10.005
H -2.072 11.219 8.001
H -0.722 10.456 14.478
C -4.098 15.583 9.549
C -3.211 15.304 10.861
C -1.907 14.685 10.594
C -1.385 14.687 9.210
C -2.141 15.225 8.194
C -3.522 15.585 8.266
O -4.134 16.085 7.172
O -1.269 14.324 11.637
H -5.087 15.960 9.762
H -3.553 15.453 11.873
H -0.423 14.462 8.796
H -1.646 15.390 7.165
H -4.859 16.661 7.439
H -0.905 13.343 11.551
C 4.051 17.320 3.164
C 3.875 18.499 3.995
C 2.866 19.421 3.674
C 1.849 18.979 2.642
C 2.022 17.838 1.857
C 3.165 16.950 2.160
O 3.189 15.800 1.392
O 2.634 20.563 4.286
H 5.070 16.804 3.340
H 4.610 19.020 4.728
H 1.014 19.604 2.417
H 1.324 17.623 1.215
H 2.807 15.877 0.396
H 2.298 21.255 3.736
C 0.134 18.341 8.864
C 1.436 18.347 9.685
C 2.618 18.418 8.896
C 2.621 18.610 7.559
C 1.379 18.744 6.739
C 0.160 18.463 7.480
O -0.956 18.531 6.882
O 3.885 18.201 9.507
H -0.693 18.095 9.475
H 1.532 18.091 10.712
H 3.431 18.546 7.100
H 1.351 18.961 5.792
H -1.723 18.607 7.296
H 4.469 18.150 8.822



49
Properties=species:S:1:pos:R:3 method="wB97M-V/def2-TZVPD" e_homo_ev="-2.62 / -3.35" relative_energy_kj_mol=118.90 homo_lumo_gap_ev="5.801 / 5.865" charge=-1 e_tot_ha=-1109.82750 spin_multiplicity=6 lumo_energy_ev="3.18 / 2.52"
Pd 0.447 -0.207 0.343
C 1.142 -1.861 1.970
C -0.264 -1.863 1.992
C -0.723 -2.312 0.742
H -0.880 -1.523 2.803
C 0.400 -2.595 -0.057
C 1.553 -2.321 0.700
H 2.569 -2.444 0.369
H 1.783 -1.546 2.775
H -1.749 -2.343 0.424
H 0.379 -2.910 -1.086
C 1.946 1.550 1.086
C 2.747 0.456 0.748
C 2.582 0.206 -0.637
H 3.349 -0.121 1.426
C 1.727 1.198 -1.155
C 1.312 2.011 -0.095
H 0.597 2.813 -0.143
H 1.793 1.947 2.073
H 3.048 -0.580 -1.205
H 1.381 1.250 -2.173
O -0.687 -0.231 -1.103
C -0.309 0.083 -4.065
C -1.566 0.283 -3.296
C 0.162 -1.294 -4.344
C 0.314 1.237 -4.757
C -1.341 0.751 -1.854
H -2.150 -0.640 -3.253
H -2.196 1.036 -3.780
H -0.794 1.699 -1.855
H -2.305 0.947 -1.371
H -0.337 -1.733 -5.221
H -0.048 -1.957 -3.506
H 1.233 -1.329 -4.551
H -0.130 1.414 -5.749
H 1.382 1.092 -4.923
H 0.184 2.166 -4.199
O -0.774 1.121 1.233
N -1.065 0.832 2.525
C -2.476 0.860 2.892
C -2.740 0.732 4.378
C -1.755 0.588 5.267
C -0.357 0.548 4.828
C -0.049 0.674 3.534
H -3.010 0.051 2.353
H -3.765 0.761 4.730
H -1.980 0.497 6.325
H 0.430 0.409 5.562
H 0.989 0.597 3.299



51
Properties=species:S:1:pos:R:3 method="wB97M-V/def2-TZVPD" smiles="CC(=O)NC(C)C.O.O.O.O.O.O.O.O.O.O.O" e_homo_ev=-10.13 relative_energy_kj_mol=200.13 homo_lumo_gap_ev=10.103 e_tot_ha=-1167.94739 lumo_energy_ev=-0.02
C -1.112 0.430 1.370
C -0.162 0.999 0.372
O 0.321 2.125 0.365
N 0.425 0.017 -0.400
C 1.251 0.370 -1.561
C 0.755 -0.126 -2.908
C 2.666 -0.222 -1.293
H -2.088 0.339 0.913
H -0.778 -0.335 2.065
H -1.364 1.290 1.983
H 0.057 -0.920 -0.474
H 1.436 1.435 -1.498
H -0.310 0.016 -3.120
H 1.252 0.419 -3.715
H 0.816 -1.205 -3.067
H 3.385 0.565 -1.032
H 3.163 -0.575 -2.213
H 2.720 -1.075 -0.612
O 0.437 3.740 2.923
H 0.831 2.902 2.670
H 0.198 4.139 2.081
O 2.395 -2.113 2.691
H 2.436 -1.140 2.703
H 3.312 -2.383 2.604
O -3.344 -1.940 1.020
H -3.109 -2.868 0.906
H -3.032 -1.558 0.193
O -1.560 -3.757 0.428
H -1.397 -3.424 -0.461
H -0.645 -4.011 0.671
O -3.097 2.472 1.151
H -3.533 2.769 1.958
H -3.836 2.376 0.539
O -2.529 -0.149 -1.851
H -2.117 0.713 -1.674
H -3.177 0.005 -2.543
O 1.028 -4.079 1.247
H 1.409 -3.213 1.489
H 0.699 -4.367 2.108
O -1.846 2.627 -2.041
H -2.365 3.248 -1.522
H -0.994 2.503 -1.608
O -1.747 -2.880 -2.520
H -0.829 -3.130 -2.666
H -1.760 -1.931 -2.344
O 2.891 3.238 0.564
H 2.506 3.564 -0.254
H 2.105 2.927 1.039
O 2.796 0.541 2.130
H 2.364 0.209 1.329
H 3.078 1.423 1.864



126
Properties=species:S:1:pos:R:3 method="wB97M-V/def2-TZVPD" e_homo_ev="-6.57 / -6.56" relative_energy_kj_mol=132.29 homo_lumo_gap_ev="6.607 / 3.958" e_tot_ha=-6912.24695 spin_multiplicity=2 lumo_energy_ev="0.04 / -2.61"
Pb 0.443 -0.571 -0.068
O -2.922 4.285 1.752
C -2.924 4.409 0.436
O -2.894 5.485 -0.109
C -2.983 3.143 -0.348
C -3.257 3.055 -1.705
Cl -3.558 4.299 -2.817
N -3.233 1.741 -2.048
N -2.901 0.987 -0.997
C -2.769 1.795 0.033
C -2.453 1.168 1.360
O -2.759 1.769 2.407
O -1.922 0.020 1.296
C -3.488 1.068 -3.277
C -2.771 -0.095 -3.527
C -3.033 -0.838 -4.662
C -4.008 -0.418 -5.554
C -4.715 0.747 -5.304
C -4.467 1.496 -4.164
H -2.871 3.333 2.054
H -2.010 -0.401 -2.823
H -2.455 -1.732 -4.855
H -4.212 -0.995 -6.447
H -5.473 1.082 -6.000
H -5.032 2.394 -3.968
O 0.567 -1.867 2.165
N 1.745 -2.311 2.570
C 1.946 -2.469 3.897
C 3.113 -2.973 4.401
C 4.113 -3.363 3.511
C 3.905 -3.191 2.163
C 2.721 -2.622 1.671
S 2.545 -2.317 -0.014
H 1.110 -2.168 4.510
H 3.237 -3.061 5.470
H 5.037 -3.792 3.874
H 4.651 -3.478 1.437
Te -1.800 -1.499 3.529
C -3.300 -1.478 5.053
C -4.224 -0.438 5.086
C -5.156 -0.370 6.111
C -5.163 -1.328 7.113
C -4.228 -2.355 7.094
C -3.297 -2.428 6.071
C -2.118 -3.550 3.122
C -3.353 -4.139 3.395
C -3.551 -5.490 3.163
C -2.526 -6.269 2.644
C -1.314 -5.679 2.319
C -1.114 -4.327 2.550
H -4.211 0.318 4.309
H -5.883 0.432 6.124
H -5.894 -1.278 7.910
H -4.222 -3.100 7.879
H -2.566 -3.229 6.070
H -4.165 -3.546 3.793
H -4.510 -5.931 3.398
H -2.679 -7.327 2.477
H -0.521 -6.269 1.878
H -0.176 -3.875 2.268
C 2.960 3.635 4.472
C 3.861 4.352 3.467
C 3.090 4.978 2.304
C 2.326 3.963 1.457
N 3.230 2.978 0.875
C 3.090 1.654 0.889
S 1.837 0.882 1.795
N 3.976 0.896 0.258
C 4.967 1.386 -0.684
C 6.251 1.873 -0.009
C 7.254 2.415 -1.028
C 6.841 3.754 -1.638
H 3.520 3.380 5.372
H 2.557 2.711 4.056
H 2.127 4.278 4.763
H 4.598 3.645 3.075
H 4.411 5.144 3.981
H 3.786 5.533 1.667
H 2.366 5.697 2.694
H 1.796 4.475 0.650
H 1.599 3.432 2.062
H 3.966 3.360 0.297
H 3.771 -0.098 0.253
H 4.517 2.177 -1.290
H 5.212 0.568 -1.360
H 6.698 1.035 0.531
H 6.024 2.649 0.730
H 7.389 1.681 -1.827
H 8.220 2.538 -0.533
H 5.908 3.675 -2.196
H 7.606 4.103 -2.332
H 6.719 4.510 -0.859
C 1.299 -0.457 -8.095
C 1.395 -0.061 -6.646
C 1.945 -0.921 -5.707
C 2.036 -0.580 -4.359
C 2.667 -1.555 -3.412
C 1.529 0.656 -3.936
Se 1.611 1.208 -2.082
C 1.010 1.557 -4.878
C 0.517 2.918 -4.477
C 0.950 1.179 -6.213
H 1.287 -1.541 -8.207
H 2.156 -0.074 -8.654
H 0.397 -0.047 -8.551
H 2.322 -1.889 -6.023
H 3.293 -2.270 -3.946
H 1.900 -2.116 -2.873
H 3.273 -1.036 -2.670
H -0.071 2.861 -3.563
H -0.091 3.359 -5.268
H 1.363 3.578 -4.269
H 0.528 1.873 -6.933
C -4.291 -2.021 -2.496
Sb -3.027 -2.098 -0.734
C -3.344 -4.259 -0.549
C -4.667 -1.586 0.568
H -5.155 -2.668 -2.344
H -3.735 -2.364 -3.366
H -4.622 -0.999 -2.674
H -4.342 -4.481 -0.170
H -2.606 -4.700 0.118
H -3.226 -4.706 -1.536
H -5.558 -2.137 0.274
H -4.864 -0.516 0.500
H -4.408 -1.823 1.601